{"formula": "CH6SSi", "method": "ωB97M-V/def2-TZVPD", "gap_ev": [5.004, 5.005], "spin_multiplicity": 1, "de_lowest_kj_mol": 387.80, "energy_ev": -19843.33083, "species": ["C", "Si", "S", "H", "H", "H", "H", "H", "H"], "positions_angstrom": [[-0.5545, 0.3504, 0.1890], [0.2476, -0.4550, 1.6303], [0.3041, -0.4561, -2.6838], [-1.6021, 0.0669, 0.0854], [-0.4912, 1.4369, 0.2304], [-0.0961, 0.0433, -0.8301], [1.3787, 0.1254, 2.3405], [-0.0387, -1.8317, 2.0181], [0.8522, 0.7198, -2.9797]]}

{"formula": "CH6Si3", "method": "ωB97M-V/def2-TZVPD", "gap_ev": [6.327, 6.326], "spin_multiplicity": 1, "de_lowest_kj_mol": 167.13, "energy_ev": -24761.04301, "species": ["C", "Si", "Si", "Si", "H", "H", "H", "H", "H", "H"], "positions_angstrom": [[-2.4273, -0.4763, -1.1718], [1.0987, 0.5667, 0.6094], [-0.8600, -0.8645, -0.4797], [3.0903, 1.9827, 0.9780], [-2.8129, -1.1989, -1.9317], [-2.7251, 0.5379, -0.9953], [0.0127, 1.3337, 1.3717], [1.5228, -0.4090, 1.7089], [-0.6021, -2.2322, -0.4438], [3.7030, 0.7600, 0.3544]]}

{"formula": "CH7BN", "method": "ωB97M-V/def2-TZVPD", "gap_ev": 8.874, "spin_multiplicity": 1, "de_lowest_kj_mol": 275.71, "charge": 1, "energy_ev": -3305.94298, "species": ["B", "C", "N", "H", "H", "H", "H", "H", "H", "H"], "positions_angstrom": [[0.0505, -1.3009, 0.2109], [0.4710, 0.2217, -0.0704], [-0.4925, 1.3048, -0.2884], [0.7146, -2.2844, -0.0804], [-1.0450, -1.7762, 0.4166], [1.1399, -1.4031, 0.9562], [1.4679, 0.6821, -0.0419], [-1.4040, 1.0558, -0.6802], [-0.0118, 2.0722, -0.7183], [-0.6809, 1.7125, 0.6346]]}

{"formula": "CH7ClSi2", "method": "ωB97M-V/def2-TZVPD", "gap_ev": 7.840, "spin_multiplicity": 1, "de_lowest_kj_mol": 279.56, "energy_ev": -29425.42404, "species": ["C", "Si", "Si", "Cl", "H", "H", "H", "H", "H", "H", "H"], "positions_angstrom": [[-0.6219, -1.6235, 0.4102], [0.6005, 1.6054, 0.2784], [-1.0338, 0.1037, -0.2465], [-2.9239, 0.6671, 0.1002], [-0.7117, -1.6676, 1.5994], [-1.2347, -2.3991, -0.0362], [0.5338, -1.8103, 0.2386], [2.0673, 1.5836, -0.0057], [0.3445, 1.6325, 1.6734], [0.1421, 2.9315, -0.1595], [0.0537, -0.6710, -2.3640]]}

{"formula": "CH7CsFNbO2S", "method": "ωB97M-V/def2-TZVPD", "gap_ev": 6.613, "spin_multiplicity": 1, "energy_ev": -20890.84948, "species": ["C", "S", "O", "O", "Nb", "F", "H", "H", "H", "H", "H", "H", "H", "Cs"], "positions_angstrom": [[1.9451, -0.4123, -0.3374], [0.9472, 1.0470, 0.2176], [1.1275, 2.1820, -0.7238], [1.3480, 1.4026, 1.6153], [-1.5037, 0.2922, 0.2435], [-2.1762, 1.8996, -0.8198], [1.3024, -1.2924, -0.4832], [2.4216, -0.1972, -1.2886], [2.6799, -0.6536, 0.4237], [-1.0528, -0.5851, -1.3232], [-0.8479, -1.1717, 1.1395], [-1.7920, 1.1801, 1.7950], [-3.1542, -0.5039, 0.2529], [-1.2449, -3.1873, -0.7114]]}

{"formula": "CH7IN5", "method": "ωB97M-V/def2-TZVPD", "gap_ev": 8.212, "spin_multiplicity": 1, "de_lowest_kj_mol": 79.24, "charge": 1, "energy_ev": -16690.49735, "species": ["C", "N", "N", "N", "N", "N", "I", "H", "H", "H", "H", "H", "H", "H"], "positions_angstrom": [[0.4442, 0.6321, -0.0099], [0.9247, -0.4194, -2.1014], [0.0481, -0.0889, -1.2626], [-0.5960, 1.1054, 0.7332], [1.0448, -0.5466, 0.6468], [-1.5577, 0.1803, 0.9016], [2.6223, -1.5949, -0.3147], [1.2634, 1.3939, -0.1317], [0.5931, -1.1579, -2.6594], [-0.5326, 1.9074, 1.3982], [0.5713, -1.2333, 1.1447], [-1.4452, -0.1955, 1.8209], [-2.5703, 0.5619, 0.7980], [-0.8101, -0.5445, -0.9636]]}

{"formula": "CH7N", "method": "ωB97M-V/def2-TZVPD", "gap_ev": 11.249, "spin_multiplicity": 1, "smiles": "C.N", "de_lowest_kj_mol": 6.78, "energy_ev": -2640.57204, "species": ["C", "H", "H", "H", "H", "H", "H", "H", "N"], "positions_angstrom": [[-1.6104, -0.0192, 0.0156], [-1.6938, -0.1036, 1.1017], [-0.6210, 0.2844, -0.3108], [-2.2678, 0.7957, -0.2882], [-1.8961, -0.9724, -0.4523], [2.0279, 0.9594, -0.0106], [2.2749, -0.4863, 0.7532], [2.0339, -0.4429, -0.8376], [1.7524, -0.0151, 0.0290]]}

{"formula": "CH7N2O", "method": "ωB97M-V/def2-TZVPD", "gap_ev": 7.543, "spin_multiplicity": 1, "de_lowest_kj_mol": 35.37, "charge": -1, "energy_ev": -6177.97099, "species": ["N", "H", "H", "H", "N", "C", "O", "H", "H", "H", "H"], "positions_angstrom": [[-0.7855, 0.5970, -2.5432], [-0.5784, 0.1338, -1.6216], [0.1096, 0.7920, -2.9372], [-1.2748, -0.1501, -3.0340], [0.8030, -0.2076, 2.1041], [0.2228, 0.2619, 0.7921], [-0.2282, -0.6625, -0.0188], [1.6536, -0.7389, 1.9589], [0.2417, -0.5248, 2.8807], [1.0287, 0.9450, 0.4009], [-0.5373, 0.9975, 1.1918]]}